1.
C47H38BMgN10O4 as an isolated structure. Source: the Open Molecules 2025 dataset; level of theory: the ωB97M-V functional and the def2-TZVPD basis.

Output
energy above the lowest of the compared OMol25 structures with the same formula, charge and spin	52.5	kcal/mol
maximum force	0.9	eV/Å
total charge	-1
M	842.004	u
HOMO-LUMO gap	8.18	eV
DFT total energy	-2887.65745	Eh
LUMO energy	2.27	eV
highest occupied orbital energy	-5.90	eV

Geometry (Å):
Mg1 0.399610 0.938374 -0.838786
O1 1.091108 2.623758 3.030397
C1 1.146439 2.288968 1.839004
O2 0.282411 2.417008 0.930153
C2 2.402242 1.547157 1.363031
C3 3.486288 1.229665 2.167998
C4 4.496799 0.442059 1.633235
C5 4.371808 -0.036991 0.334057
C6 3.239743 0.305422 -0.385417
N1 2.303175 1.097267 0.121301
C7 2.814921 -0.340205 -1.704448
O3 3.611082 -1.071461 -2.294076
O4 1.609540 -0.073036 -2.014014
H1 3.497655 1.584630 3.189539
H2 5.359419 0.177113 2.232800
H3 5.104058 -0.693256 -0.116224
C8 -4.722481 1.744449 -2.897722
C9 -3.465177 0.938232 -2.902380
C10 -3.216834 -0.273680 -3.503814
C11 -1.885947 -0.597711 -3.156703
N2 -1.367841 0.374906 -2.411145
N3 -2.330768 1.310566 -2.267288
B1 -2.200734 2.399458 -1.174548
N4 -2.147132 1.590675 0.145911
N5 -1.416117 0.458352 0.212109
C12 -1.783498 -0.168360 1.331310
C13 -2.696154 0.628320 2.039866
C14 -2.904789 1.737948 1.242863
C15 -3.741900 2.937785 1.530415
C16 -1.227271 -1.461418 1.813088
C17 -1.604507 -2.778246 1.179195
C18 -0.704722 -3.978797 1.569906
C19 -1.246594 -4.406906 2.910172
C20 -2.004382 -3.454510 3.440720
C21 -2.272664 -2.365163 2.467566
N6 -0.952909 3.251014 -1.437370
N7 0.164639 2.653433 -1.886174
C22 1.030661 3.608587 -2.215899
C23 0.450651 4.862572 -1.954655
C24 -0.811288 4.588597 -1.459531
C25 -1.866423 5.549913 -1.025067
C26 2.264531 3.301127 -2.951816
C27 3.385978 4.123756 -2.885446
C28 4.494024 3.859831 -3.676082
C29 4.499378 2.768796 -4.532175
C30 3.391386 1.934317 -4.591625
C31 2.276300 2.204499 -3.817641
C32 -1.168207 -1.815889 -3.555233
C33 -0.188741 -2.384227 -2.742663
C34 0.479371 -3.527101 -3.148543
C35 0.170461 -4.131916 -4.358409
C36 -0.821930 -3.588886 -5.161493
C37 -1.487230 -2.441143 -4.761043
H4 -5.442408 1.301474 -3.583482
H5 -4.530295 2.773633 -3.202023
H6 -5.162261 1.768449 -1.898363
H7 -3.914932 -0.872742 -4.064756
H8 -3.166835 3.102376 -1.179927
H9 -3.154484 0.425049 2.993656
H10 -4.284288 2.779423 2.460454
H11 -4.459061 3.139084 0.733667
H12 -3.100760 3.814269 1.639267
H13 -2.097878 -2.804423 0.216385
H14 -0.716378 -4.770720 0.819284
H15 -0.919377 -5.314340 3.400565
H16 -2.454083 -3.483273 4.424485
H17 -3.265574 -1.934030 2.470824
H18 0.886026 5.835262 -2.111490
H19 -1.565997 6.560814 -1.292941
H20 -2.006697 5.498788 0.056398
H21 -2.821625 5.323104 -1.498960
H22 3.394328 4.964824 -2.201970
H23 5.363026 4.504785 -3.622760
H24 5.367198 2.566829 -5.147956
H25 3.394740 1.069073 -5.241911
H26 1.405878 1.565852 -3.864890
H27 0.052026 -1.894597 -1.812287
H28 1.262357 -3.944512 -2.526679
H29 0.703520 -5.018844 -4.678023
H30 -1.068442 -4.051928 -6.109472
H31 -2.249550 -2.008487 -5.397168
N8 0.523044 -3.262722 9.474071
C38 0.634343 -3.087085 8.341014
C39 0.763399 -2.890618 6.936933
C40 0.374765 -1.689853 6.334079
C41 0.429255 -1.538382 4.967479
C42 0.855826 -2.594695 4.141240
C43 1.328365 -3.764031 4.761153
C44 1.268047 -3.912371 6.127222
N9 0.852166 -2.460410 2.783493
C45 0.795950 -3.507008 1.772337
C46 1.102445 -2.673184 0.558361
N10 0.798458 -1.457704 0.732814
C47 0.277892 -1.323600 2.086305
H32 0.012122 -0.873605 6.944551
H33 0.130727 -0.594157 4.531260
H34 1.749019 -4.560975 4.162276
H35 1.615409 -4.828173 6.587721
H36 1.466624 -4.343949 1.958417
H37 1.441562 -3.058649 -0.398818
H38 0.544975 -0.363674 2.520956

Cartesian forces (eV/Å) of the 3 atoms listed first:
Mg 0.15 -0.63 0.33
O 0.09 -0.06 -0.18
C -0.06 0.11 0.18

Atomic partial charges in e from the Löwdin method, atoms 1 to 99: Mg 0.61; O -0.01; C -0.62; O -0.04; C -0.17; C 0.00; C -0.05; C 0.00; C -0.17; N 0.12; C -0.60; O 0.02; O -0.11; H 0.11; H 0.10; H 0.11; C -0.03; C -0.27; C 0.02; C -0.22; N 0.10; N 0.03; B -0.49; N 0.03; N 0.08; C -0.20; C 0.04; C -0.26; C -0.01; C -0.19; C -0.08; C -0.16; C -0.05; C -0.03; C -0.11; N 0.04; N 0.06; C -0.21; C 0.04; C -0.26; C -0.02; C -0.15; C -0.04; C -0.10; C -0.10; C -0.07; C -0.02; C -0.15; C -0.02; C -0.08; C -0.10; C -0.10; C -0.04; H 0.07; H 0.08; H 0.08; H 0.10; H 0.11; H 0.11; H 0.08; H 0.07; H 0.08; H 0.15; H 0.14; H 0.11; H 0.11; H 0.14; H 0.11; H 0.08; H 0.08; H 0.07; H 0.11; H 0.09; H 0.09; H 0.11; H 0.11; H 0.08; H 0.09; H 0.09; H 0.09; H 0.10; N 0.13; C -0.21; C -0.26; C -0.02; C 0.01; C -0.21; C -0.02; C -0.04; N 0.03; C -0.16; C -0.04; N 0.16; C -0.19; H 0.12; H 0.12; H 0.11; H 0.12; H 0.14


2.
C47H38BrHfIN5O4S as an isolated structure. Source: the Open Molecules 2025 dataset; level of theory: the ωB97M-V functional and the def2-TZVPD basis.

Output
energy above the lowest of the compared OMol25 structures with the same formula, charge and spin	7.7	kcal/mol
maximum force	1.0	eV/Å
M	1154.217	u
HOMO-LUMO gap (alpha / beta)	4.05 / 6.83	eV
DFT total energy	-5706.53407	Eh
spin multiplicity	2
LUMO energy (alpha / beta)	-0.73 / -0.70	eV
highest occupied orbital energy (alpha / beta)	-4.78 / -7.53	eV

Geometry (Å):
Hf1 0.930972 1.198881 0.471079
C1 -4.663140 -0.048701 -0.325238
C2 -5.315290 0.994731 0.582973
C3 -6.183690 1.917309 -0.282484
C4 -6.206379 0.252241 1.586883
C5 -4.279108 1.832241 1.339565
C6 -4.705009 2.797887 2.259214
C7 -3.797762 3.530733 3.013443
C8 -2.438848 3.316732 2.838817
S1 -1.089053 4.011650 3.709918
C9 0.016405 3.024530 2.761481
N1 -0.615422 2.234783 1.841479
C10 -1.985087 2.393211 1.889613
C11 -2.913108 1.647402 1.156467
C12 1.418958 3.003236 2.905397
C13 2.077081 3.873749 3.811230
C14 3.444281 3.877841 3.885319
C15 4.198332 3.018813 3.062925
C16 3.560464 2.163210 2.189235
C17 2.160046 2.101504 2.068813
H1 -5.438967 -0.629077 -0.829159
H2 -4.039523 -0.746230 0.240673
H3 -4.044725 0.409697 -1.100740
H4 -6.874822 1.330296 -0.892789
H5 -5.562190 2.517045 -0.951650
H6 -6.771298 2.602716 0.330237
H7 -6.967064 -0.329048 1.059483
H8 -6.715721 0.939753 2.263108
H9 -5.609699 -0.435150 2.192399
H10 -5.763827 2.971697 2.409077
H11 -4.151110 4.249561 3.742826
H12 -2.536236 0.891862 0.480596
H13 1.502244 4.547399 4.438031
H14 3.945486 4.551672 4.569793
H15 5.280449 3.040776 3.105703
H16 4.179894 1.525313 1.566609
C18 -1.698533 2.470533 -1.725841
O1 -0.997229 1.245503 -1.428424
C19 -1.211606 0.211149 -2.295686
C20 -2.145325 0.204220 -3.314949
C21 -2.252448 -0.934393 -4.111173
Br1 -3.576797 -0.958207 -5.459622
C22 -1.419339 -2.021709 -3.961313
C23 -0.449936 -1.991089 -2.959369
C24 -0.406843 -0.907093 -2.103949
O2 0.461570 -0.876183 -1.038969
C25 0.556849 -3.076872 -2.866969
N2 0.447857 -4.231227 -3.457296
C26 1.639946 -4.891860 -3.172675
C27 2.076639 -6.158920 -3.563018
C28 3.333755 -6.559351 -3.158681
C29 4.154425 -5.724630 -2.375633
C30 3.738292 -4.470549 -1.978423
C31 2.468118 -4.080061 -2.396294
N3 1.744607 -2.925596 -2.188223
H17 -2.773490 2.309253 -1.651143
H18 -1.424640 2.814993 -2.723032
H19 -1.379974 3.186904 -0.980731
H20 -2.789766 1.049682 -3.501365
H21 -1.470273 -2.882048 -4.613748
H22 0.352549 -1.672277 -0.500941
H23 1.442671 -6.793852 -4.168255
H24 3.705011 -7.532451 -3.453261
H25 5.134101 -6.075564 -2.077718
H26 4.367595 -3.824656 -1.377486
H27 2.104465 -2.054318 -1.825779
I1 2.623825 -1.343404 1.716309
C32 4.177960 -0.925102 0.378206
C33 5.355128 -1.579497 0.590917
C34 6.429162 -1.373928 -0.303343
C35 6.259246 -0.556018 -1.378761
C36 5.027472 0.106233 -1.615284
C37 4.862003 0.896671 -2.779976
C38 3.662712 1.481954 -3.040058
C39 2.602745 1.353063 -2.111862
C40 2.693020 0.659328 -0.918888
C41 3.937654 -0.029070 -0.707420
H28 5.469634 -2.250961 1.430963
H29 7.370379 -1.880431 -0.132721
H30 7.067485 -0.402779 -2.084600
H31 5.698881 1.005538 -3.460334
H32 3.520432 2.065054 -3.941998
H33 1.678347 1.860877 -2.369644
O3 1.257805 5.122656 -1.638886
C42 1.100172 4.144570 -0.996700
N4 0.911816 3.157009 -0.355583
O4 -0.413127 -0.472227 1.338112
N5 -1.015640 -0.998328 2.371892
C43 -1.102741 -2.343050 2.434953
C44 -1.750840 -2.959500 3.480312
C45 -2.313545 -2.191548 4.487718
C46 -2.177981 -0.821941 4.421458
C47 -1.513674 -0.234341 3.358324
H34 -0.637934 -2.870113 1.616161
H35 -1.802278 -4.038681 3.492674
H36 -2.838229 -2.658234 5.309955
H37 -2.574649 -0.175283 5.191135
H38 -1.344999 0.821877 3.256624

Cartesian forces (eV/Å) of the 3 atoms listed first:
Hf -0.83 0.24 0.49
C -0.01 -0.01 -0.04
C 0.07 0.03 0.02

Need the Löwdin charges? In units of e they are: Hf 1.59; C -0.05; C -0.55; C -0.04; C -0.05; C -0.17; C -0.05; C -0.08; C -0.47; S 1.06; C -0.56; N -0.11; C -0.34; C 0.00; C -0.29; C -0.07; C -0.10; C -0.10; C -0.16; C -0.27; H 0.09; H 0.09; H 0.07; H 0.09; H 0.09; H 0.08; H 0.09; H 0.08; H 0.09; H 0.11; H 0.11; H 0.09; H 0.08; H 0.10; H 0.09; H 0.07; C -0.04; O -0.17; C -0.20; C -0.06; C -0.67; Br 0.76; C -0.06; C -0.06; C -0.17; O -0.10; C -0.26; N 0.18; C -0.22; C -0.02; C -0.09; C -0.09; C -0.01; C -0.18; N 0.18; H 0.08; H 0.11; H 0.08; H 0.10; H 0.11; H 0.08; H 0.11; H 0.10; H 0.10; H 0.10; H 0.14; I 1.13; C -0.62; C -0.17; C -0.08; C -0.03; C -0.17; C -0.04; C -0.07; C -0.14; C -0.25; C -0.26; H 0.09; H 0.10; H 0.11; H 0.11; H 0.11; H 0.08; O 0.09; C -0.47; N -0.01; O -0.33; N -0.16; C -0.01; C -0.03; C -0.05; C 0.00; C 0.03; H 0.13; H 0.12; H 0.12; H 0.12; H 0.11